# C5H16B2Br4Na3O3

A molecular structure, C5H16B2Br4Na3O3 at a distorted geometry (ωB97M-V/def2-TZVPD, the OMol25 dataset).

```
33
Properties=species:S:1:pos:R:3:forces:R:3:mulliken_charge:R:1
Na -0.5273 2.6027 0.5482 -0.78 3.39 3.61 1.1930
Na -0.2099 1.1405 -2.1315 0.50 -3.43 -2.98 0.7107
Na 1.8730 1.1071 -0.0142 5.89 2.37 1.57 0.9327
C 1.8036 2.1618 -2.3874 3.18 3.98 -1.24 0.6100
O 2.9240 2.6698 -2.4440 3.85 2.05 -0.23 -0.8910
O 1.7326 1.0556 -1.8870 0.44 -7.70 0.10 -0.9407
O 0.7940 2.7803 -2.6919 -3.15 2.80 -1.80 -0.7821
B 0.0150 0.6429 0.1578 -1.57 -2.21 -0.01 1.3115
H 0.2180 0.9557 1.1704 0.64 1.25 3.63 -0.5074
H -0.9185 0.1278 -0.0080 -3.46 -0.96 0.30 -0.0739
H 0.0690 1.4649 -0.5390 1.25 0.93 -0.47 -1.3982
H 0.7880 -0.0629 -0.1042 0.64 -2.92 -0.39 -1.0206
B -1.7583 2.2127 -1.5777 -3.04 1.95 0.05 0.5483
H -1.3709 2.3199 -2.5790 -0.01 1.65 -3.44 0.0501
H -0.9907 2.5095 -0.8799 0.70 1.47 -1.07 -0.4659
H -2.6555 2.7942 -1.4321 -3.67 2.20 0.60 -0.3197
H -1.9339 1.1538 -1.4676 -1.62 -3.72 0.94 -0.2665
Br -1.5188 -3.1624 -1.4721 0.77 0.37 0.40 -0.1880
C -0.0055 -2.3076 -0.4633 -0.86 0.04 -0.06 0.9457
C 1.2630 -2.5500 -1.1928 1.05 -0.15 0.23 -0.5723
Br 2.7331 -1.5567 -0.2368 0.21 -1.38 -0.07 -0.1739
H -0.0227 -2.7123 0.5486 0.21 -0.62 -0.39 0.3342
H -0.2353 -1.2552 -0.2966 -0.29 -0.84 -0.82 -0.9884
H 1.4029 -2.1841 -2.2099 -0.58 0.06 0.18 0.4067
H 1.4975 -3.6123 -1.1243 0.42 0.19 -0.14 0.4447
Br 1.1024 -0.0532 4.3532 0.01 -0.09 -0.31 -0.2002
C -0.0675 -0.5250 2.8511 -2.59 -1.12 1.94 -0.1122
C -1.1549 -1.5800 3.3648 1.72 0.28 -1.77 -0.6263
Br -2.2468 -1.8562 1.6592 -0.06 0.03 2.03 -0.1444
H 0.5070 -0.8481 1.9830 -0.13 0.03 0.47 0.1069
H -0.7086 0.3384 2.6731 0.80 -0.04 -0.19 0.2414
H -1.7274 -1.2444 4.2296 -0.20 0.19 -0.50 0.4382
H -0.6705 -2.5275 3.6006 -0.27 -0.05 -0.15 0.3977
```
Forces are in eV/Å.

Results
Net charge: -1
Highest occupied orbital energy (eV): -2.71
Energy above the lowest of the compared OMol25 structures with the same formula, charge and spin (eV): 9.880

=====

# C5H16BrFeN4O3

A molecular structure, C5H16BrFeN4O3 at a distorted geometry (ωB97M-V/def2-TZVPD, the OMol25 dataset).

```
30
Properties=species:S:1:pos:R:3:forces:R:3:mulliken_spin:R:1
Fe 12.5484 -0.9558 1.6754 0.02 1.25 -0.98 5.0993
Br 12.3199 1.0220 0.2374 0.29 -1.40 0.98 0.5791
C 9.3393 1.4309 -3.2336 0.65 -3.93 -3.68 -0.0146
O 9.6571 0.3462 -3.7885 -0.52 1.05 1.13 0.1447
N 9.8292 1.9180 -2.1786 3.42 1.78 5.88 0.0084
N 8.4763 2.2627 -3.7265 -3.32 1.10 -3.18 0.0134
H 9.5976 2.8815 -1.9833 0.32 -0.37 0.57 -0.0009
H 10.5602 1.4703 -1.6444 -0.26 0.15 -0.43 -0.0022
H 8.0225 1.8855 -4.5462 -0.17 0.72 -0.10 0.0012
H 8.4330 3.2464 -3.5019 -0.18 -0.41 -0.21 -0.0004
C 16.5270 1.3107 -1.2225 -1.40 -1.77 2.52 -0.0069
O 16.4636 0.5462 -0.2473 -0.42 -0.31 0.05 0.1633
N 17.6236 1.6244 -1.8014 4.71 0.11 -1.10 0.0074
N 15.5125 1.8941 -1.7824 -3.69 1.96 -1.46 0.0061
H 17.6581 2.1637 -2.6547 0.26 -0.41 0.22 0.0007
H 18.3849 1.0269 -1.5126 0.41 0.54 -0.36 0.0012
H 15.7393 2.6930 -2.3572 -0.61 -0.17 -0.02 -0.0005
H 14.5469 1.7593 -1.5184 0.52 0.04 0.19 -0.0039
C 12.3060 3.8355 3.3862 0.26 -0.24 0.21 -0.0042
C 11.6399 4.7952 2.4139 -0.75 -0.49 0.12 0.0012
C 12.0031 6.2560 2.6666 0.69 -0.82 -0.27 0.0019
O 11.9794 4.4889 1.0343 0.11 0.68 0.22 0.0057
H 13.3575 3.6266 3.1890 0.16 0.35 -0.29 0.0006
H 11.8088 2.8656 3.3732 -0.19 -0.10 0.00 0.0049
H 12.2626 4.2064 4.4102 -0.17 0.04 -0.01 -0.0002
H 10.5695 4.6161 2.5155 -0.25 0.22 -0.01 0.0002
H 11.5248 6.9216 1.9481 0.40 -0.10 -0.14 0.0002
H 13.0841 6.1506 2.5742 0.25 1.06 -0.42 -0.0003
H 11.8444 6.6707 3.6620 -0.43 -0.55 0.10 0.0000
H 12.0827 3.5468 0.8818 -0.09 0.01 0.46 -0.0052
```
Forces are in eV/Å.

Results
Expectation value of S²: 12.021
Net charge: +1
Highest occupied orbital energy (alpha / beta) (eV): -12.85 / -11.84
Energy above the lowest of the compared OMol25 structures with the same formula, charge and spin (eV): 1.279
Multiplicity: 7

=====

# C5H16N2O

2 unconnected molecules or ions with the total composition C5H16N2O at a distorted geometry (ωB97M-V/def2-TZVPD, the OMol25 dataset).

```
24
Properties=species:S:1:pos:R:3:forces:R:3:mulliken_charge:R:1
N 2.2133 2.4687 -0.6901 -0.67 1.35 -0.50 -0.6948
C 1.9806 1.1654 -1.3468 -0.32 0.09 2.56 -0.4636
C 0.6313 0.5379 -0.9026 0.29 -0.63 0.26 -0.5240
N 0.7897 -0.9279 -0.8387 -0.63 0.78 -0.60 -0.2514
C -0.2229 -1.7454 -0.1470 1.49 0.55 1.23 -0.9521
C -1.7179 -1.5852 -0.4179 1.85 0.53 -2.06 -0.1452
C -2.5722 -2.8122 -0.4063 -3.06 -0.08 3.50 -1.2504
H 2.0044 2.4903 0.3083 0.49 -0.99 -0.04 0.2403
H 1.5212 3.1664 -0.9608 0.18 -0.05 -0.76 0.2361
H 2.7336 0.5582 -0.8249 -0.07 -0.34 -0.80 0.3456
H 2.1624 1.1952 -2.4246 -0.11 0.15 0.25 0.3378
H -0.2396 0.9640 -1.4117 -0.04 -0.39 -0.88 0.2644
H 0.3924 0.8690 0.1033 0.51 0.04 0.58 0.2821
H 1.1151 -1.2616 -1.7328 -0.39 -0.39 -0.13 0.2490
H 0.0651 -2.7634 -0.2703 0.27 -0.93 -0.44 0.5021
H 0.0823 -1.5599 0.9209 -1.04 -0.12 -0.51 0.2721
H -1.9629 -0.6674 0.0998 -1.21 -0.26 0.47 0.3775
H -1.8231 -1.3383 -1.4692 0.59 0.76 -0.43 0.2063
H -3.0638 -2.8948 0.6114 0.41 0.05 -0.62 0.2870
H -3.4769 -2.6762 -1.0136 0.49 -0.17 -0.31 0.3133
H -2.2179 -3.8283 -0.4787 0.98 0.05 -0.77 0.3681
H 0.0940 2.8987 4.6583 0.23 0.69 -0.18 0.3222
H 0.6418 4.3328 4.2467 -0.45 0.01 0.11 0.3199
O 0.8703 3.4141 4.3874 0.22 -0.70 0.06 -0.6421
```
Forces are in eV/Å.

Results
SMILES string: CCCNCCN.O
Net charge: 0
Highest occupied orbital energy (eV): -8.44
Energy above the lowest of the compared OMol25 structures with the same formula, charge and spin (eV): 1.981

=====

# C5H16N2O

2 unconnected molecules or ions with the total composition C5H16N2O at a distorted geometry (ωB97M-V/def2-TZVPD, the OMol25 dataset).

```
24
Properties=species:S:1:pos:R:3:forces:R:3:mulliken_charge:R:1
N 1.8304 0.7669 -1.6566 -0.41 1.01 0.06 -0.6526
C 1.1307 0.2522 -0.4882 0.39 0.28 -0.93 0.3889
C 0.4339 -1.1025 -0.7435 -0.71 -0.42 0.63 0.6945
C -1.0626 -1.2795 -0.3796 0.04 0.34 -0.18 -1.5668
C 1.1596 -2.2399 -0.0280 0.11 -1.23 -0.61 -1.5832
C 0.3096 1.3863 0.0971 -0.89 -0.55 0.07 -1.2528
N -0.1408 1.1662 1.4874 0.59 0.82 -0.61 -0.5853
H 2.5978 0.2370 -2.0218 -0.12 -0.31 -0.17 0.2142
H 1.2179 1.1710 -2.3479 0.17 -0.27 -0.31 0.1874
H 1.9477 0.0848 0.1655 0.65 -0.37 1.24 0.2969
H 0.4940 -1.2860 -1.8162 0.20 0.07 -0.05 0.2295
H -1.4991 -2.0508 -1.0156 0.08 -0.13 0.14 0.4646
H -1.1703 -1.5930 0.6550 -0.12 -0.11 0.15 0.3466
H -1.7089 -0.4099 -0.5052 0.24 0.15 -0.11 0.2271
H 0.9791 -2.3617 1.0378 0.00 0.72 0.25 0.3599
H 0.7848 -3.1908 -0.4091 -0.17 -0.12 -0.23 0.4546
H 2.2297 -2.3169 -0.2126 0.18 0.45 0.03 0.3957
H 0.8814 2.3068 0.0268 0.03 0.04 0.15 0.4990
H -0.5921 1.5142 -0.5032 -0.04 0.18 -0.25 0.3520
H -0.4212 0.2122 1.6172 0.21 -0.54 0.18 0.2452
H 0.6644 1.3741 2.0642 -0.26 -0.27 0.45 0.2842
H -2.1115 1.1118 1.5222 -0.25 0.16 0.52 0.3841
H -3.2559 1.2012 0.5884 -0.47 -0.02 -0.06 0.2999
O -3.0745 0.9397 1.4954 0.58 0.10 -0.36 -0.6836
```
Forces are in eV/Å.

Results
SMILES string: CC(C)[C@@H](N)CN.O
Net charge: 0
Highest occupied orbital energy (eV): -9.07
Energy above the lowest of the compared OMol25 structures with the same formula, charge and spin (eV): 0.661

=====

| no. | molar mass (g/mol) |
| --- | --- |
| 1 | 534.390 |
| 2 | 315.957 |
| 3 | 120.196 |
| 4 | 120.196 |